{
  "formula": "C48H49GeN4O2RuSbSe",
  "method": "wB97M-V/def2-TZVPD",
  "spin_multiplicity": 6,
  "relative_energy_kcal_mol": 32.41,
  "homo_ev": [-8.8, -10.4],
  "charge": 1,
  "max_force_ev_per_a": 1.99,
  "homo_lumo_gap_ha": [0.2531, 0.2313],
  "energy_ha": -7041.09204,
  "elements": ["Ru", "C", "C", "C", "C", "C", "C", "N", "C", "C", "C", "C", "C", "C", "N", "N", "C", "C", "C", "C", "C", "N", "H", "H", "H", "H", "H", "H", "H", "H", "H", "H", "H", "H", "H", "C", "C", "O", "C", "C", "C", "C", "C", "C", "O", "H", "H", "H", "H", "H", "H", "H", "C", "C", "C", "C", "C", "C", "Sb", "C", "C", "C", "C", "C", "C", "C", "C", "C", "C", "C", "C", "H", "H", "H", "H", "H", "H", "H", "H", "H", "H", "H", "H", "H", "H", "H", "C", "Ge", "C", "C", "C", "Se", "C", "H", "H", "H", "H", "H", "H", "H", "H", "H", "H", "H", "H", "H", "H"],
  "coordinates": [[-0.85, -0.33, -0.25], [3.00, -4.69, 1.37], [3.34, -3.40, 0.87], [2.34, -2.56, 0.31], [1.01, -2.96, 0.36], [0.61, -4.31, 0.87], [1.76, -5.15, 1.31], [0.01, -2.39, -0.57], [-1.84, -3.32, -1.88], [-2.16, -4.43, -2.67], [-2.92, -4.32, -3.80], [-3.39, -3.07, -4.15], [-3.10, -1.97, -3.40], [-2.41, -2.08, -2.21], [-2.34, -0.95, -1.41], [-3.45, -0.27, -1.38], [-3.47, 0.71, -0.49], [-4.67, 1.36, -0.18], [-4.69, 2.29, 0.80], [-3.48, 2.64, 1.48], [-2.35, 2.02, 1.09], [-2.31, 1.05, 0.16], [3.81, -5.32, 1.72], [4.37, -3.07, 0.86], [2.58, -1.65, -0.20], [-0.02, -4.13, 1.74], [1.53, -6.14, 1.69], [-1.70, -5.37, -2.45], [-3.20, -5.18, -4.33], [-4.07, -3.00, -5.00], [-3.60, -1.04, -3.59], [-5.54, 1.05, -0.76], [-5.65, 2.70, 1.08], [-3.46, 3.35, 2.27], [-1.42, 2.25, 1.60], [-3.35, -3.92, 0.50], [-2.06, -3.16, 0.54], [-1.79, -2.27, 1.31], [-1.09, -3.43, -0.59], [-0.38, -4.80, -0.24], [0.39, -5.47, -1.33], [1.12, -4.85, -2.29], [1.16, -3.51, -2.61], [0.61, -2.33, -1.96], [0.73, -1.27, -2.49], [-3.17, -5.00, 0.37], [-3.92, -3.63, -0.36], [-3.95, -3.66, 1.35], [-1.08, -5.48, 0.20], [0.29, -6.54, -1.29], [1.73, -5.47, -2.92], [1.75, -3.17, -3.45], [5.00, -1.34, 3.26], [5.09, -0.43, 2.26], [3.91, 0.15, 1.75], [2.64, -0.17, 2.27], [2.58, -1.17, 3.25], [3.75, -1.69, 3.73], [0.75, 0.64, 1.67], [-0.19, 0.76, 3.56], [-1.40, 0.14, 3.77], [-2.01, 0.16, 5.01], [-1.38, 0.81, 6.06], [-0.13, 1.41, 5.88], [0.47, 1.41, 4.62], [1.27, 2.68, 1.44], [0.58, 3.71, 2.06], [0.96, 5.00, 1.88], [2.04, 5.36, 1.03], [2.69, 4.37, 0.32], [2.32, 3.03, 0.59], [5.94, -1.79, 3.64], [6.02, -0.13, 1.85], [4.03, 0.85, 0.96], [1.65, -1.52, 3.60], [3.73, -2.49, 4.46], [-1.86, -0.47, 2.95], [-3.00, -0.23, 5.18], [-1.78, 0.82, 7.07], [0.29, 1.91, 6.78], [1.36, 1.96, 4.43], [-0.24, 3.51, 2.73], [0.49, 5.73, 2.51], [2.27, 6.42, 0.92], [3.50, 4.57, -0.37], [2.82, 2.20, 0.10], [1.65, 4.64, -4.11], [-0.12, 4.58, -3.39], [-0.54, 6.27, -2.58], [-1.30, 4.16, -4.92], [-0.32, 3.32, -1.90], [0.01, 1.46, -2.24], [1.95, 1.43, -2.30], [1.69, 5.37, -4.90], [1.89, 3.63, -4.51], [2.37, 4.94, -3.35], [0.06, 7.02, -3.11], [-0.31, 6.31, -1.56], [-1.59, 6.59, -2.69], [-1.29, 4.95, -5.66], [-2.33, 4.01, -4.59], [-1.01, 3.25, -5.42], [-1.41, 3.33, -1.63], [0.19, 3.71, -1.06], [2.24, 2.45, -2.29], [2.28, 1.03, -3.22], [2.46, 0.97, -1.43]]
}

{
  "formula": "C48H49HgN6O2P2S",
  "method": "wB97M-V/def2-TZVPD",
  "spin_multiplicity": 2,
  "relative_energy_kcal_mol": 65.79,
  "homo_ev": [-0.2, -1.0],
  "charge": -2,
  "max_force_ev_per_a": 0.92,
  "homo_lumo_gap_ha": [0.1661, 0.1940],
  "energy_ha": -3571.75957,
  "elements": ["Hg", "C", "C", "N", "C", "S", "N", "N", "C", "C", "C", "C", "C", "C", "C", "N", "H", "H", "H", "H", "H", "H", "H", "H", "H", "H", "H", "H", "H", "C", "C", "O", "C", "C", "C", "N", "N", "C", "O", "C", "C", "C", "C", "C", "C", "H", "H", "H", "H", "H", "H", "H", "H", "H", "H", "H", "H", "C", "C", "P", "C", "C", "C", "C", "C", "C", "C", "C", "C", "C", "C", "C", "P", "C", "C", "C", "C", "C", "C", "C", "C", "C", "C", "C", "C", "H", "H", "H", "H", "H", "H", "H", "H", "H", "H", "H", "H", "H", "H", "H", "H", "H", "H", "H", "H", "H", "H", "H", "H"],
  "coordinates": [[-0.05, 0.20, 0.39], [-3.01, 0.65, 5.41], [-3.06, 2.09, 4.89], [-3.59, 2.20, 3.55], [-2.80, 1.87, 2.43], [-1.09, 2.05, 2.53], [-3.53, 1.55, 1.40], [-3.02, 1.02, 0.27], [-3.23, 1.66, -0.82], [-3.81, 3.05, -0.85], [-2.89, 0.97, -2.08], [-2.90, 1.65, -3.31], [-2.64, 0.95, -4.48], [-2.37, -0.40, -4.41], [-2.35, -0.99, -3.15], [-2.60, -0.34, -2.02], [-2.55, 0.61, 6.40], [-4.02, 0.22, 5.49], [-2.42, 0.04, 4.73], [-3.67, 2.71, 5.55], [-2.05, 2.49, 4.87], [-4.52, 1.84, 3.42], [-3.70, 3.49, 0.14], [-3.31, 3.68, -1.58], [-4.88, 3.02, -1.09], [-3.09, 2.71, -3.34], [-2.64, 1.47, -5.43], [-2.16, -0.98, -5.29], [-2.12, -2.04, -3.04], [1.85, 4.30, 1.00], [1.86, 2.98, 0.22], [2.23, 1.98, 0.85], [1.50, 3.06, -1.15], [1.37, 2.04, -2.11], [1.26, 2.52, -3.54], [1.36, 0.74, -1.82], [1.44, -0.05, -2.93], [1.39, -1.31, -2.85], [1.08, -2.11, -1.79], [1.54, -2.08, -4.11], [2.00, -1.46, -5.28], [2.12, -2.16, -6.46], [1.79, -3.52, -6.52], [1.35, -4.15, -5.36], [1.23, -3.44, -4.17], [1.39, 4.10, 1.97], [1.30, 5.09, 0.48], [2.88, 4.63, 1.17], [1.34, 4.06, -1.53], [0.79, 3.51, -3.57], [0.69, 1.83, -4.15], [2.26, 2.61, -3.97], [2.26, -0.41, -5.22], [2.48, -1.66, -7.35], [1.88, -4.07, -7.44], [1.10, -5.20, -5.39], [0.89, -3.94, -3.28], [-0.05, -3.08, 0.19], [-0.13, -3.46, 1.67], [-0.18, -1.99, 2.81], [1.53, -1.87, 3.45], [2.21, -2.95, 4.02], [3.49, -2.79, 4.53], [4.11, -1.55, 4.48], [3.43, -0.46, 3.93], [2.15, -0.62, 3.43], [-1.02, -2.69, 4.29], [-0.65, -2.29, 5.58], [-1.39, -2.65, 6.69], [-2.53, -3.43, 6.56], [-2.94, -3.81, 5.28], [-2.20, -3.43, 4.17], [1.60, -2.04, -0.18], [3.31, -1.21, -0.81], [4.11, -1.78, -1.80], [5.25, -1.14, -2.28], [5.62, 0.09, -1.74], [4.85, 0.66, -0.74], [3.70, 0.01, -0.29], [2.61, -3.59, 0.14], [3.68, -3.54, 1.04], [4.45, -4.66, 1.29], [4.20, -5.86, 0.62], [3.17, -5.91, -0.30], [2.37, -4.79, -0.52], [-0.89, -2.44, -0.09], [-0.14, -4.00, -0.40], [0.71, -4.10, 1.94], [-1.05, -4.02, 1.87], [1.74, -3.92, 4.06], [4.02, -3.64, 4.95], [5.11, -1.42, 4.87], [3.91, 0.51, 3.89], [1.62, 0.22, 3.00], [0.24, -1.67, 5.71], [-1.07, -2.32, 7.68], [-3.11, -3.72, 7.43], [-3.84, -4.39, 5.16], [-2.55, -3.71, 3.19], [3.84, -2.75, -2.22], [5.84, -1.60, -3.07], [6.50, 0.60, -2.12], [5.12, 1.62, -0.33], [3.07, 0.50, 0.45], [3.90, -2.61, 1.54], [5.26, -4.61, 2.01], [4.82, -6.73, 0.80], [2.97, -6.83, -0.85], [1.56, -4.85, -1.23]]
}

{
  "formula": "C48H50Br2F4N7O13S",
  "method": "wB97M-V/def2-TZVPD",
  "spin_multiplicity": 1,
  "homo_ev": -11.3,
  "charge": 1,
  "max_force_ev_per_a": 4.77,
  "homo_lumo_gap_ha": 0.3323,
  "energy_ha": -9165.31787,
  "elements": ["C", "C", "C", "C", "C", "C", "C", "C", "C", "C", "C", "S", "O", "O", "O", "N", "C", "C", "C", "C", "F", "Br", "C", "F", "F", "Br", "N", "C", "C", "F", "H", "H", "H", "H", "H", "H", "H", "H", "H", "H", "H", "H", "H", "H", "H", "H", "H", "H", "H", "H", "H", "H", "H", "H", "H", "C", "C", "C", "C", "C", "C", "N", "O", "O", "H", "H", "H", "H", "H", "C", "C", "C", "C", "C", "C", "N", "O", "O", "H", "H", "H", "H", "H", "C", "C", "C", "C", "C", "C", "N", "O", "O", "H", "H", "H", "H", "H", "C", "C", "C", "C", "C", "C", "N", "O", "O", "H", "H", "H", "H", "H", "C", "C", "C", "C", "C", "C", "N", "O", "O", "H", "H", "H", "H", "H"],
  "coordinates": [[1.76, 0.65, 3.18], [1.14, 1.54, 3.75], [0.11, 2.71, 4.00], [-0.07, 3.66, 2.76], [-0.32, 2.92, 1.36], [-1.85, 2.95, 1.02], [-2.82, 1.99, 1.58], [-2.61, 0.77, 2.57], [-2.52, -0.53, 1.61], [-2.80, -1.90, 2.39], [-4.12, -2.54, 1.72], [-5.66, -1.97, 2.56], [-6.87, -2.37, 1.83], [-5.65, -0.47, 2.66], [-5.58, -2.58, 4.09], [-4.12, 2.27, 1.05], [-3.95, 3.36, 0.20], [-5.16, 3.94, -0.62], [-6.59, 3.56, -0.05], [-7.15, 4.69, 0.91], [-7.15, 5.95, 0.27], [-6.02, 4.83, 2.56], [-8.63, 4.38, 1.42], [-8.84, 3.03, 1.67], [-8.96, 5.14, 2.54], [-9.91, 4.92, 0.00], [-2.63, 3.80, 0.15], [-1.98, 4.87, -0.63], [-1.00, 4.18, -1.69], [-2.87, 5.67, -1.38], [2.35, -0.09, 2.57], [-0.87, 2.33, 4.43], [0.58, 3.33, 4.84], [-1.01, 4.28, 2.97], [0.78, 4.43, 2.71], [0.33, 3.44, 0.58], [0.00, 1.83, 1.35], [-3.46, 0.71, 3.30], [-1.64, 0.87, 3.15], [-1.52, -0.47, 1.09], [-3.30, -0.36, 0.80], [-1.94, -2.60, 2.13], [-2.91, -1.74, 3.50], [-4.23, -2.26, 0.63], [-4.05, -3.68, 1.73], [-6.03, -1.93, 4.68], [-4.94, 1.71, 1.29], [-5.10, 3.46, -1.66], [-5.09, 5.05, -0.81], [-7.31, 3.51, -0.94], [-6.65, 2.56, 0.46], [-1.33, 5.50, 0.06], [0.04, 4.65, -1.65], [-1.37, 4.28, -2.76], [-0.85, 3.08, -1.50], [4.82, 8.33, 1.69], [3.45, 8.19, 1.86], [2.95, 7.10, 2.56], [3.83, 6.17, 3.10], [5.20, 6.30, 2.93], [5.70, 7.39, 2.22], [3.30, 5.04, 3.86], [2.08, 4.94, 3.97], [4.10, 4.26, 4.35], [5.22, 9.18, 1.14], [2.78, 8.92, 1.44], [1.87, 7.00, 2.68], [5.89, 5.58, 3.34], [6.77, 7.51, 2.09], [1.16, -7.29, 0.29], [2.01, -6.34, 0.85], [1.68, -5.00, 0.82], [0.48, -4.61, 0.23], [-0.37, -5.54, -0.34], [-0.03, -6.89, -0.31], [0.11, -3.19, 0.22], [0.89, -2.39, 0.72], [-0.97, -2.88, -0.28], [1.42, -8.34, 0.32], [2.94, -6.66, 1.32], [2.35, -4.27, 1.27], [-1.31, -5.24, -0.81], [-0.69, -7.63, -0.76], [2.16, -10.32, -5.76], [0.92, -9.73, -5.52], [0.47, -9.55, -4.22], [1.27, -9.96, -3.16], [2.50, -10.56, -3.39], [2.95, -10.74, -4.69], [0.81, -9.75, -1.79], [-0.29, -9.24, -1.63], [1.55, -10.10, -0.88], [2.51, -10.45, -6.77], [0.31, -9.40, -6.36], [-0.49, -9.08, -4.05], [3.13, -10.89, -2.56], [3.91, -11.21, -4.88], [7.45, -11.60, -9.46], [6.74, -11.33, -10.63], [5.49, -10.73, -10.56], [4.96, -10.41, -9.32], [5.65, -10.69, -8.14], [6.90, -11.29, -8.22], [3.64, -9.76, -9.24], [3.06, -9.55, -10.29], [3.22, -9.46, -8.13], [8.43, -12.06, -9.52], [7.17, -11.58, -11.59], [4.95, -10.52, -11.47], [5.24, -10.44, -7.17], [7.45, -11.50, -7.31], [-0.49, 11.60, 6.24], [-0.33, 12.62, 5.31], [0.69, 12.55, 4.37], [1.55, 11.45, 4.39], [1.40, 10.44, 5.32], [0.37, 10.52, 6.26], [2.62, 11.36, 3.39], [2.73, 12.28, 2.59], [3.33, 10.37, 3.41], [-1.30, 11.66, 6.97], [-1.01, 13.47, 5.30], [0.81, 13.34, 3.65], [2.07, 9.58, 5.34], [0.24, 9.73, 6.99]]
}

{
  "formula": "C48H50BrF3I2LaN5O8P",
  "method": "wB97M-V/def2-TZVPD",
  "spin_multiplicity": 1,
  "relative_energy_kcal_mol": 14.47,
  "homo_ev": -5.3,
  "charge": -1,
  "max_force_ev_per_a": 0.76,
  "homo_lumo_gap_ha": 0.2510,
  "energy_ha": -6577.24566,
  "elements": ["La", "O", "C", "C", "C", "C", "C", "C", "C", "O", "N", "N", "C", "C", "C", "C", "C", "C", "N", "H", "H", "H", "H", "H", "H", "H", "H", "H", "H", "I", "C", "C", "C", "I", "C", "C", "C", "C", "N", "C", "C", "O", "H", "H", "H", "H", "F", "C", "F", "F", "C", "O", "O", "O", "P", "C", "C", "C", "C", "C", "C", "C", "C", "C", "C", "C", "C", "C", "C", "C", "C", "C", "C", "H", "H", "H", "H", "H", "H", "H", "H", "H", "H", "H", "H", "H", "H", "H", "H", "H", "H", "H", "H", "H", "H", "H", "H", "H", "H", "H", "H", "H", "H", "H", "H", "H", "Br", "C", "C", "N", "C", "C", "C", "C", "O", "O", "H", "H", "H"],
  "coordinates": [[-0.51, 0.40, 0.15], [-2.69, -3.78, 0.33], [-2.10, -4.41, -0.69], [-2.66, -5.62, -1.10], [-2.13, -6.32, -2.16], [-1.01, -5.84, -2.84], [-0.44, -4.65, -2.44], [-0.96, -3.92, -1.36], [-0.32, -2.66, -0.92], [-0.81, -2.04, 0.08], [0.78, -2.29, -1.58], [1.20, -1.06, -1.15], [2.38, -0.71, -1.48], [2.90, 0.61, -1.10], [4.12, 1.04, -1.60], [4.61, 2.28, -1.22], [3.86, 3.05, -0.34], [2.65, 2.55, 0.10], [2.17, 1.36, -0.26], [-2.24, -2.91, 0.45], [-3.54, -5.97, -0.57], [-2.58, -7.26, -2.46], [-0.60, -6.38, -3.68], [0.42, -4.24, -2.94], [3.02, -1.38, -2.07], [4.67, 0.41, -2.29], [5.55, 2.64, -1.61], [4.20, 4.02, -0.01], [2.03, 3.12, 0.78], [-1.96, 2.85, 4.85], [-1.59, 3.85, 3.07], [-1.81, 5.24, 3.01], [-1.57, 5.93, 1.86], [-1.95, 7.99, 1.85], [-1.07, 5.27, 0.71], [-0.79, 5.90, -0.52], [-0.31, 5.17, -1.57], [-0.12, 3.79, -1.40], [-0.39, 3.16, -0.29], [-0.86, 3.88, 0.77], [-1.13, 3.11, 1.98], [-0.93, 1.85, 2.01], [-2.19, 5.75, 3.88], [-0.97, 6.97, -0.62], [-0.10, 5.63, -2.53], [0.26, 3.20, -2.22], [-0.34, 2.34, -4.66], [-0.52, 1.22, -3.95], [0.63, 1.03, -3.25], [-0.61, 0.20, -4.82], [-1.79, 1.30, -3.05], [-2.77, 1.79, -3.58], [-1.65, 0.83, -1.88], [1.03, -0.56, 1.93], [1.90, -1.11, 3.03], [3.22, -2.03, 2.16], [2.66, -3.12, 1.22], [2.55, -4.52, 1.83], [3.84, -4.92, 2.54], [4.22, -3.90, 3.60], [4.42, -2.52, 2.98], [0.98, -2.31, 4.10], [0.83, -2.09, 5.61], [-0.13, -0.96, 5.93], [-1.51, -1.27, 5.35], [-1.41, -1.48, 3.84], [-0.41, -2.57, 3.49], [2.81, 0.31, 3.80], [3.26, 0.26, 5.28], [3.57, 1.66, 5.82], [4.11, 2.58, 4.73], [3.05, 2.79, 3.64], [2.06, 1.62, 3.55], [3.56, -1.22, 1.50], [3.34, -3.18, 0.36], [1.70, -2.80, 0.81], [2.31, -5.22, 1.03], [1.71, -4.56, 2.53], [4.65, -4.99, 1.80], [3.73, -5.92, 2.98], [5.14, -4.20, 4.12], [3.44, -3.86, 4.36], [5.28, -2.58, 2.30], [4.69, -1.79, 3.75], [1.58, -3.22, 3.97], [1.80, -1.98, 6.09], [0.40, -3.02, 6.00], [0.22, -0.02, 5.49], [-0.18, -0.81, 7.01], [-2.21, -0.46, 5.56], [-1.90, -2.17, 5.82], [-1.10, -0.53, 3.39], [-2.39, -1.71, 3.42], [-0.35, -2.68, 2.40], [-0.76, -3.53, 3.89], [3.71, 0.33, 3.18], [4.14, -0.38, 5.38], [2.48, -0.17, 5.90], [4.28, 1.58, 6.64], [2.67, 2.11, 6.23], [5.01, 2.13, 4.30], [4.42, 3.54, 5.15], [3.55, 2.92, 2.67], [2.49, 3.71, 3.83], [1.57, 1.62, 2.58], [1.27, 1.73, 4.29], [-5.53, 4.61, 3.91], [-4.84, 3.69, 2.41], [-4.47, 4.41, 1.28], [-3.96, 3.83, 0.21], [-3.75, 2.51, 0.25], [-4.08, 1.71, 1.34], [-4.67, 2.32, 2.44], [-3.76, 0.23, 1.37], [-4.47, -0.51, 2.03], [-2.71, -0.10, 0.72], [-4.59, 5.48, 1.26], [-3.31, 2.06, -0.63], [-4.95, 1.72, 3.30]]
}